--- w ---
A single C7H10O molecule. Source: the OMol25 dataset; level of theory: ωB97M-V/def2-TZVPD.

The value obtained for the LUMO energy is 1.08 eV. The SMILES is C[C@H]1[C@H]2O[C@H]3C[C@H]3[C@@H]12. As for the HOMO energy: -8.91 eV.

```
! wB97M-V def2-TZVPD RIJCOSX def2/J DEFGRID3
* xyz 0 1
C -1.67 1.19 -0.32
C -1.53 -0.15 0.30
C -0.50 -1.19 -0.32
O 0.41 -0.71 -1.21
C 1.49 -0.14 -0.46
C 1.29 1.26 0.08
C 1.09 0.02 0.97
C -0.32 -0.63 1.09
H -1.06 2.17 0.29
H -1.37 1.04 -1.53
H -2.82 1.44 -0.31
H -2.42 -0.62 0.73
H -0.87 -2.19 -0.45
H 2.50 -0.42 -0.76
H 2.16 1.92 0.20
H 0.24 1.72 -0.20
H 1.81 -0.22 1.76
H -0.52 -1.32 1.99
*
```


--- x ---
A 2-piece molecular cluster, C7H10O overall. Source: the OMol25 dataset; level of theory: ωB97M-V/def2-TZVPD.

The value obtained for the LUMO energy is -0.67 eV. As for the HOMO energy: -8.76 eV.

```
! wB97M-V def2-TZVPD RIJCOSX def2/J DEFGRID3
* xyz 0 1
C 0.50 0.30 -0.68
C 1.75 -0.43 -0.49
C 0.45 -1.19 -0.21
C -0.13 -1.37 1.30
C -0.70 0.14 1.36
C -1.64 0.79 0.38
C -0.17 1.13 0.33
H 1.05 0.89 -2.82
H 2.20 -0.15 0.50
H 2.53 -1.05 -1.15
H 0.42 -2.20 -0.91
H 0.42 -1.85 2.27
H -1.18 -1.88 1.40
H -0.85 0.38 2.54
H -2.28 1.81 0.57
H -2.20 0.51 -0.73
H 0.38 1.99 0.71
O -0.11 0.67 -1.80
*
```


--- y ---
A single C7H10O molecule. Source: the OMol25 dataset; level of theory: ωB97M-V/def2-TZVPD.

The value obtained for the LUMO energy is 0.85 eV. The SMILES is C=C=C[C@@H](C)C(C)=O. As for the HOMO energy: -9.12 eV.

```
! wB97M-V def2-TZVPD RIJCOSX def2/J DEFGRID3
* xyz 0 1
C 0.27 -1.37 -2.37
C -0.08 -1.31 -1.12
C -0.36 -1.39 0.16
C -0.54 -0.26 1.10
C 0.70 0.07 1.91
C -1.00 0.85 0.01
C 0.11 1.72 -0.50
O -2.17 1.06 -0.19
H 1.30 -1.49 -2.67
H -0.44 -1.30 -3.17
H -0.60 -2.36 0.58
H -1.40 -0.46 1.75
H 1.59 0.13 1.28
H 0.58 1.01 2.44
H 0.88 -0.72 2.64
H 0.95 1.12 -0.82
H 0.45 2.38 0.29
H -0.26 2.33 -1.32
*
```


--- z ---
A single C7H10O molecule. Source: the OMol25 dataset; level of theory: ωB97M-V/def2-TZVPD.

The value obtained for the LUMO energy is 0.89 eV. The SMILES is C#CC[C@](C)(O)C=C. As for the HOMO energy: -9.72 eV.

```
! wB97M-V def2-TZVPD RIJCOSX def2/J DEFGRID3
* xyz 0 1
C 0.64 -0.94 3.12
C 0.82 -0.83 1.94
C 1.01 -0.67 0.51
C -0.18 0.06 -0.16
C -0.45 1.40 0.53
O -1.30 -0.80 -0.03
C 0.18 0.30 -1.61
C -0.36 -0.33 -2.63
H 0.50 -1.05 4.15
H 1.09 -1.66 0.05
H 1.93 -0.12 0.32
H -1.27 1.92 0.03
H 0.43 2.03 0.50
H -0.72 1.23 1.57
H -2.07 -0.35 -0.37
H 0.94 1.06 -1.76
H -0.07 -0.13 -3.65
H -1.11 -1.10 -2.49
*
```


Need the numbers? Relative energies in hartree: w 0.0808; x 0.2513; y 0.0000; z 0.0114.


--- w ---
A 2-piece molecular cluster, C7H10O overall. Source: the OMol25 dataset; level of theory: ωB97M-V/def2-TZVPD.

The value obtained for the LUMO energy is 0.65 eV. The SMILES is Cc1ccccc1.O. As for the HOMO energy: -8.38 eV.

```
! wB97M-V def2-TZVPD RIJCOSX def2/J DEFGRID3
* xyz 0 1
C 1.31 -1.47 0.07
C 0.22 -0.52 -0.33
C -1.08 -0.87 -0.01
C -2.16 -0.19 -0.27
C -1.89 1.11 -0.84
C -0.65 1.61 -1.22
C 0.38 0.80 -0.85
H 1.33 -2.30 -0.66
H 2.27 -1.13 -0.34
H 1.49 -1.88 1.11
H -1.04 -1.76 0.81
H -3.19 -0.29 -0.05
H -2.83 1.63 -1.07
H -0.51 2.64 -1.69
H 1.42 1.20 -0.69
O 1.27 0.47 1.75
H 2.12 0.11 1.65
H 1.54 0.85 2.62
*
```


--- x ---
C7H10O as an isolated structure. Source: the OMol25 dataset; level of theory: ωB97M-V/def2-TZVPD.

The value obtained for the LUMO energy is -0.59 eV. As for the HOMO energy: -6.95 eV.

```
! wB97M-V def2-TZVPD RIJCOSX def2/J DEFGRID3
* xyz 0 1
C -0.42 1.28 -0.25
C -1.38 0.13 -0.24
C -0.52 -1.13 -0.64
C 0.76 -1.01 -0.13
C 0.64 -0.74 1.29
C 0.90 0.73 0.74
C 1.36 0.32 -0.56
H -0.12 1.77 -1.20
H -0.50 2.17 0.44
H -1.89 0.24 -1.11
H -1.29 -2.09 -0.07
H -0.51 -1.45 -1.81
H 1.52 -1.78 -0.54
H -0.53 -0.68 1.55
H 1.49 -0.79 2.00
H 0.96 1.89 1.18
H 1.70 1.15 -1.37
O -2.19 0.00 0.71
*
```


Need the numbers? Relative energies in hartree: w 0.0000; x 0.2883.


--- w ---
A single C7H10O molecule. Source: the OMol25 dataset; level of theory: ωB97M-V/def2-TZVPD.

The value obtained for the LUMO energy is 0.35 eV. As for the HOMO energy: -9.72 eV.

```
! wB97M-V def2-TZVPD RIJCOSX def2/J DEFGRID3
* xyz 0 1
C -1.32 -1.64 0.43
C -1.32 -0.42 0.14
C -0.56 0.79 0.44
C 0.85 0.57 1.01
C 2.39 -0.07 -1.03
C 1.63 -0.43 0.15
C -2.74 -0.31 -0.40
O 2.98 -0.44 0.15
H 1.09 -1.46 0.21
H -0.37 1.40 -0.44
H -0.93 1.52 1.15
H 1.38 1.58 1.11
H 0.73 0.03 2.04
H 2.54 -0.83 -1.96
H 2.51 0.95 -1.42
H -3.41 -0.23 0.47
H -2.82 -1.38 -0.80
H -2.64 0.37 -1.24
*
```


--- x ---
A single C7H10O molecule. Source: the OMol25 dataset; level of theory: ωB97M-V/def2-TZVPD.

The value obtained for the LUMO energy is 0.89 eV. The SMILES is C=C/C=C/CCC=O. As for the HOMO energy: -8.91 eV.

```
! wB97M-V def2-TZVPD RIJCOSX def2/J DEFGRID3
* xyz 0 1
C -1.38 3.15 1.41
C -1.40 1.91 0.93
C -0.26 1.22 0.38
C 0.00 -0.08 0.47
C 1.24 -0.79 0.00
C 1.02 -1.47 -1.38
C 0.36 -2.81 -1.27
O 0.35 -3.62 -0.38
H -2.29 3.56 1.84
H -0.54 3.83 1.53
H -2.37 1.42 1.02
H 0.49 1.86 -0.10
H -0.62 -0.76 1.05
H 1.32 -1.66 0.66
H 2.17 -0.22 0.01
H 1.87 -1.64 -2.05
H 0.37 -0.86 -2.02
H -0.34 -3.04 -2.11
*
```


Need the numbers? Relative energies in hartree: w 0.1615; x 0.0000.


--- w ---
A 2-piece molecular cluster, C3H10N5 overall. Source: the OMol25 dataset; level of theory: ωB97M-V/def2-TZVPD.

The value obtained for the LUMO energy is -3.79 eV. As for the HOMO energy: -13.10 eV.

```
! wB97M-V def2-TZVPD RIJCOSX def2/J DEFGRID3
* xyz 1 1
C 0.41 -1.90 -1.01
C 1.02 -2.94 -1.66
C 1.78 2.33 1.74
N 0.00 -1.07 -0.33
N -0.33 0.13 0.09
N 0.30 1.12 0.65
N 1.50 1.09 1.05
N -2.90 0.68 -0.09
H 2.19 -2.89 -1.55
H 0.67 -3.08 -2.78
H 0.70 -4.03 -1.29
H 2.40 2.14 2.65
H 2.51 2.81 1.00
H 0.78 2.69 1.79
H -2.88 1.75 -0.02
H -1.39 0.34 -0.08
H -3.43 0.47 -0.97
H -3.36 0.35 0.79
*
```


--- x ---
An isolated ion of composition C3H10N5 and charge +1. Source: the OMol25 dataset; level of theory: ωB97M-V/def2-TZVPD.

The value obtained for the LUMO energy is -4.99 eV. The SMILES is [H]/N=C(/N)CCNN=[NH2+]. As for the HOMO energy: -13.09 eV.

```
! wB97M-V def2-TZVPD RIJCOSX def2/J DEFGRID3
* xyz 1 1
H 0.08 -0.66 -1.85
N -0.50 -1.04 -1.16
C -1.24 -0.45 -0.30
N -1.92 -1.18 0.70
C -1.21 1.05 -0.03
C 0.17 1.46 -0.42
N 1.14 0.65 0.34
N 1.76 -0.25 -0.34
N 2.39 -1.09 0.39
H -2.88 -0.78 0.71
H -1.90 -2.20 0.51
H -1.91 1.61 -0.68
H -1.43 1.24 0.98
H 0.47 1.19 -1.42
H 0.32 2.46 -0.21
H 1.32 0.83 1.27
H 2.53 -0.87 1.44
H 2.82 -1.97 0.09
*
```


Need the numbers? Relative energies in hartree: w 0.0975; x 0.0000.


--- w ---
An isolated ion of composition C3H10N5 and charge +1. Source: the OMol25 dataset; level of theory: ωB97M-V/def2-TZVPD.

The value obtained for the LUMO energy is -3.85 eV. The SMILES is C[C@@H]1N=NN(C)N1[NH3+]. As for the HOMO energy: -14.17 eV.

```
! wB97M-V def2-TZVPD RIJCOSX def2/J DEFGRID3
* xyz 1 1
C -1.46 0.55 -1.78
C -0.72 0.89 -0.46
N 0.55 1.54 -0.70
N 1.43 0.88 -0.25
N 1.27 -0.14 0.43
C 2.07 -1.29 0.16
N -0.46 -0.34 0.35
N -0.77 -0.15 1.78
H -2.19 -0.22 -1.80
H -0.72 0.41 -2.55
H -2.08 1.31 -2.20
H -1.49 1.57 0.06
H 1.99 -2.19 0.82
H 2.12 -1.66 -0.87
H 3.13 -0.80 0.38
H -0.24 -0.76 2.35
H -1.80 -0.39 2.00
H -0.64 0.80 2.29
*
```


--- x ---
A 2-piece molecular cluster, C3H10N5 overall. Source: the OMol25 dataset; level of theory: ωB97M-V/def2-TZVPD.

The value obtained for the LUMO energy is -3.46 eV. As for the HOMO energy: -13.06 eV.

```
! wB97M-V def2-TZVPD RIJCOSX def2/J DEFGRID3
* xyz 1 1
C 2.11 0.39 -0.10
C 3.30 1.18 0.00
C -2.63 1.83 0.03
N 1.04 -0.03 0.03
N -0.19 -0.55 0.00
N -1.27 0.17 -0.11
N -1.25 1.44 -0.05
N -0.55 -3.03 -0.02
H 3.77 0.93 1.02
H 3.07 2.23 0.01
H 3.74 1.10 -1.00
H -2.61 2.74 0.59
H -2.88 2.28 -0.90
H -3.36 1.05 0.28
H -0.56 -3.68 -0.81
H -0.18 -1.70 -0.01
H 0.00 -3.33 0.79
H -1.54 -3.02 0.24
*
```


Need the numbers? Relative energies in hartree: w 0.0339; x 0.0000.


--- w ---
A single C3H5ClN2 molecule. Source: the OMol25 dataset; level of theory: ωB97M-V/def2-TZVPD.

The value obtained for the LUMO energy is 0.74 eV. The SMILES is [H]/N=C(N)/C=C\Cl. As for the HOMO energy: -9.14 eV.

```
! wB97M-V def2-TZVPD RIJCOSX def2/J DEFGRID3
* xyz 0 1
H 2.67 0.30 -0.14
N 1.95 -0.41 -0.14
C 0.77 0.11 0.00
N 0.47 1.42 0.06
C -0.32 -0.91 0.11
C -1.63 -0.99 -0.03
Cl -2.62 0.44 -0.06
H -0.49 1.73 0.27
H 1.22 2.05 -0.19
H 0.20 -1.86 0.19
H -2.22 -1.87 -0.07
*
```


--- x ---
A 2-piece molecular cluster, C3H5ClN2 overall. Source: the OMol25 dataset; level of theory: ωB97M-V/def2-TZVPD.

The value obtained for the LUMO energy is 0.95 eV. As for the HOMO energy: -8.70 eV.

```
! wB97M-V def2-TZVPD RIJCOSX def2/J DEFGRID3
* xyz 0 1
C 1.50 0.63 -1.84
C -1.78 -2.32 0.27
C 0.81 1.73 -1.98
N -1.00 -1.35 0.17
N -0.37 -0.42 0.15
Cl -0.89 1.43 -2.30
H 2.55 0.74 -1.51
H 0.99 -0.24 -1.50
H -1.44 -2.96 1.05
H -2.61 -2.30 -0.39
H 1.31 2.69 -2.05
*
```


Need the numbers? Relative energies in hartree: w 0.0000; x 0.1024.